87
Properties=species:S:1:pos:R:3:lowdin_spin:R:1 method="wB97M-V/def2-TZVPD" max_force_ha_per_bohr=0.023 multiplicity=8 homo_ev="-5.6 / -9.1" s_squared=15.759 gap_ha="0.1949 / 0.3223" e_above_lowest_kcal_mol=3.25
Eu -0.0389 0.0311 0.6136 7.01
C -1.8011 1.5600 -2.8267 0.00
C -1.0903 0.2130 -2.9248 0.00
N 0.2007 0.1722 -2.2541 0.00
C 1.0262 -0.9806 -2.6306 0.00
C 0.5073 -2.3196 -2.1151 0.00
N 0.4491 -2.3521 -0.6580 0.00
C -0.1762 -3.5318 -0.0505 0.00
C -1.6105 -3.8119 -0.4948 0.00
C -2.6121 -2.6539 -0.5519 0.00
N -2.4090 -1.6284 0.4549 0.00
C -3.5179 -0.6814 0.5839 0.00
C -3.4931 0.4199 -0.4674 0.00
N -2.2419 1.1668 -0.3988 0.00
C -1.9916 2.1664 -1.4300 0.00
H -2.7743 1.4453 -3.3132 0.00
H -1.2682 2.2946 -3.4404 0.00
H -0.9871 -0.0379 -3.9944 0.00
H -1.7275 -0.5630 -2.4979 0.00
H 0.7193 1.0240 -2.4586 0.00
H 2.0328 -0.8131 -2.2316 0.00
H 1.1223 -1.0550 -3.7258 0.00
H 1.1512 -3.1138 -2.5240 0.00
H -0.4906 -2.5021 -2.5207 0.00
H 1.4092 -2.3417 -0.3057 0.00
H -0.1406 -3.3779 1.0350 0.00
H 0.4153 -4.4403 -0.2393 0.00
H -1.9974 -4.5814 0.1801 0.00
H -1.5986 -4.2889 -1.4791 0.00
H -3.6286 -3.0777 -0.4897 0.00
H -2.5642 -2.1797 -1.5366 0.00
H -2.2238 -2.0217 1.3777 0.00
H -3.4163 -0.2322 1.5754 0.00
H -4.4882 -1.1972 0.5228 0.00
H -4.3718 1.0689 -0.3297 0.00
H -3.5903 -0.0093 -1.4687 0.00
H -2.2051 1.6107 0.5213 0.00
H -1.0786 2.7043 -1.1359 0.00
H -2.7860 2.9264 -1.4899 0.00
O 6.1178 -0.9185 0.3252 0.00
C 6.0236 0.3910 0.0832 0.00
O 7.0031 1.0878 0.0021 0.00
C 4.6689 0.9604 -0.1334 0.00
C 4.4022 2.1631 -0.7492 0.00
Cl 5.3995 3.3708 -1.4190 0.00
N 3.0688 2.3333 -0.8143 0.00
N 2.4238 1.3036 -0.2256 0.00
C 3.3645 0.4774 0.1901 0.00
C 2.9378 -0.8288 0.8251 0.00
O 3.6316 -1.8204 0.5417 0.00
O 1.8884 -0.8208 1.4994 -0.01
C 2.2828 3.2797 -1.5540 0.00
C 1.2890 3.9837 -0.8992 0.00
C 0.4764 4.8242 -1.6468 0.00
C 0.6776 4.9693 -3.0132 0.00
C 1.6913 4.2609 -3.6451 0.00
C 2.4979 3.4004 -2.9137 0.00
H 5.2157 -1.3543 0.3225 0.00
H 1.1319 3.8278 0.1574 0.00
H -0.3193 5.3569 -1.1511 0.00
H 0.0442 5.6322 -3.5840 0.00
H 1.8499 4.3668 -4.7083 0.00
H 3.2827 2.8268 -3.3917 0.00
C 0.8134 2.0963 4.2829 0.00
C 1.1211 2.0372 2.9327 0.00
N 0.2805 2.4627 1.9861 0.00
C -0.8661 3.0076 2.3739 0.00
C -1.2667 3.1286 3.6974 0.00
C -0.4093 2.6176 4.6620 0.00
C -2.5888 3.6655 4.0726 0.00
C -3.1701 4.8258 3.8061 0.00
C -2.6393 6.0339 3.1506 0.00
C -3.3922 7.1997 3.1794 0.00
C -2.8516 8.3244 2.6024 0.00
N -1.6377 8.3381 2.0465 0.00
C -1.0030 7.1686 2.0907 0.00
N -1.4294 6.0149 2.5906 0.00
H 1.5176 1.7185 5.0077 0.00
H 2.0609 1.6238 2.5811 0.00
H -1.5122 3.3860 1.5872 0.00
H -0.6897 2.6453 5.7074 0.00
H -3.1923 2.9964 4.6794 0.00
H -4.1757 4.9387 4.1954 0.00
H -4.3685 7.2322 3.6393 0.00
H -3.4115 9.2514 2.5965 0.00
H -0.0051 7.1602 1.6739 0.00
F -1.2385 -0.0038 2.4357 -0.01

87
Properties=species:S:1:pos:R:3:lowdin_charge:R:1 method="wB97M-V/def2-TZVPD" max_force_ha_per_bohr=0.040 homo_ev=-8.4 gap_ha=0.2950
C 8.9762 5.3516 0.4817 0.09
C 8.7447 4.5961 -0.4267 -0.15
C 8.2351 3.6838 -1.5172 -0.19
C 6.8510 3.0943 -1.0864 -0.19
C 5.9096 4.1919 -0.5361 -0.14
C 4.4290 3.7781 -0.4334 -0.10
C 3.9210 2.6446 0.2051 -0.10
C 4.8614 1.6364 0.9067 -0.30
C 5.1951 0.4918 -0.0953 -0.02
F 4.1635 1.1228 2.0037 -0.03
C 2.4958 2.3401 0.2289 0.04
C 1.5309 3.1254 -0.3859 -0.13
C 0.0839 2.6375 -0.3008 -0.14
C -0.9732 3.6561 -0.5683 -0.13
C -1.8394 4.3403 -1.0627 0.08
C 2.0133 4.3026 -1.0720 -0.28
N 1.2618 5.1850 -1.7617 -0.22
S 2.3035 6.3083 -2.3207 0.99
N 3.7456 5.7643 -1.7517 -0.23
C 3.4460 4.6326 -1.0855 -0.29
H 8.9709 6.1086 1.2474 0.03
H 8.1675 4.2634 -2.4485 0.11
H 8.9789 2.8781 -1.6260 0.11
H 6.3686 2.5689 -1.9262 0.12
H 7.0920 2.3242 -0.3374 0.09
H 5.9300 5.0666 -1.2069 0.11
H 6.2152 4.5330 0.4675 0.12
H 5.7433 2.2069 1.2249 0.13
H 4.5434 -0.3624 0.1464 0.08
H 5.0230 0.8217 -1.1286 0.08
H 6.2431 0.1693 0.0131 0.08
H 2.2158 1.4292 0.7674 0.12
H -0.0523 1.7171 -0.9088 0.11
H -0.0658 2.3027 0.7436 0.13
H -2.5258 5.1213 -1.3463 0.03
C 1.0064 -2.5021 2.7459 -0.01
C 0.4955 -2.4112 1.3293 -0.33
C 1.2755 -3.2247 0.3320 -0.09
O 1.0418 -2.5054 -0.8886 0.06
C 0.8167 -1.2118 -0.5422 -0.55
O 0.7710 -0.3039 -1.3094 0.15
O 0.6549 -1.0863 0.7974 0.08
H 0.4271 -1.8501 3.4003 0.09
H 0.9341 -3.5241 3.1188 0.09
H 2.0455 -2.1735 2.8087 0.09
H -0.5699 -2.6576 1.2983 0.16
H 0.9179 -4.2492 0.2519 0.13
H 2.3512 -3.2327 0.5268 0.14
C -6.6505 1.5742 -0.7157 -0.02
C -5.2876 1.6409 -0.0707 -0.32
C -4.1381 1.5652 -1.0365 -0.11
O -3.1026 1.0352 -0.2279 0.06
C -3.6811 0.2883 0.7412 -0.54
O -3.0973 -0.4421 1.4762 0.16
O -5.0319 0.4871 0.7568 0.05
H -7.4331 1.5818 0.0440 0.09
H -6.8046 2.4227 -1.3826 0.09
H -6.7693 0.6499 -1.2838 0.09
H -5.2174 2.5277 0.5659 0.16
H -3.8476 2.5365 -1.4317 0.12
H -4.3229 0.8805 -1.8697 0.14
C -6.0836 -1.2491 3.0176 -0.02
C -7.1852 -1.2740 4.0490 -0.33
C -7.2203 -2.5165 4.8988 -0.10
O -8.6010 -2.5840 5.2730 0.06
C -9.3107 -1.9749 4.2859 -0.56
O -10.4925 -2.0150 4.1829 0.17
O -8.4816 -1.3177 3.4312 0.08
H -6.1523 -0.3531 2.4134 0.06
H -5.1024 -1.2737 3.4925 0.10
H -6.1677 -2.0976 2.3356 0.10
H -7.1404 -0.3724 4.6680 0.16
H -6.5841 -2.4462 5.7790 0.14
H -6.9678 -3.4236 4.3433 0.14
C 0.0034 -5.7116 -5.1110 -0.02
C -0.3284 -6.1587 -3.7085 -0.34
C -0.2148 -5.0772 -2.6677 -0.10
O 0.0582 -5.8338 -1.4799 0.04
C 0.6876 -6.9751 -1.8759 -0.55
O 1.2214 -7.7365 -1.1388 0.17
O 0.6244 -7.1183 -3.2255 0.09
H -0.0505 -6.5541 -5.8012 0.09
H -0.6909 -4.9409 -5.4470 0.09
H 1.0208 -5.3209 -5.1656 0.09
H -1.3167 -6.6282 -3.6881 0.16
H -1.1309 -4.5003 -2.5569 0.14
H 0.6196 -4.3940 -2.8424 0.14

83
Properties=species:S:1:pos:R:3:lowdin_charge:R:1 method="wB97M-V/def2-TZVPD" max_force_ha_per_bohr=0.068 homo_ev="-13.0 / -13.0" total_charge=+2 gap_ha="0.1378 / 0.1263" e_above_lowest_kcal_mol=0.00
Pb 4.6004 -15.6900 -10.3118 1.38
C 3.6667 -19.2833 -7.5402 -0.04
C 4.6188 -19.0110 -8.6786 -0.31
C 5.9377 -18.7186 -8.3919 -0.03
C 6.9369 -18.6827 -9.4151 -0.27
C 8.3370 -18.4043 -8.9950 -0.04
C 6.5785 -18.8907 -10.7354 -0.02
C 5.2197 -19.1503 -11.0481 -0.30
C 4.7647 -19.4662 -12.4714 -0.06
C 4.2586 -19.1963 -10.0275 -0.07
H 2.9698 -18.4461 -7.3840 0.08
H 4.1944 -19.4340 -6.5796 0.09
H 3.1189 -20.2037 -7.7478 0.09
H 6.1656 -18.4231 -7.3358 0.14
H 8.4119 -18.3547 -7.9118 0.08
H 8.6786 -17.4438 -9.3832 0.07
H 8.9948 -19.1615 -9.3493 0.08
H 7.3051 -18.8540 -11.5517 0.13
H 4.3692 -20.5024 -12.5446 0.11
H 5.5703 -19.3222 -13.1772 0.07
H 3.9507 -18.7749 -12.7562 -0.04
H 3.1699 -19.3220 -10.2807 0.13
Se 7.4455 -14.2786 -10.3583 0.32
P 7.2074 -13.3204 -12.3407 0.22
Se 6.8871 -14.6608 -14.0409 0.78
C 6.1093 -11.9591 -11.9676 -0.42
C 5.0201 -11.5603 -12.7758 -0.08
C 4.1625 -10.5679 -12.3109 -0.05
C 4.4370 -9.8502 -11.1296 -0.04
C 5.5242 -10.2268 -10.3615 -0.06
C 6.3100 -11.3119 -10.7557 -0.14
C 8.7154 -12.5163 -12.9326 -0.44
C 9.9898 -12.6544 -12.3954 -0.06
C 11.0751 -12.0117 -13.0406 -0.03
C 10.8690 -11.2087 -14.1450 -0.04
C 9.5971 -11.0785 -14.6684 -0.05
C 8.5321 -11.7432 -14.0807 -0.11
H 4.8707 -12.0105 -13.7570 0.08
H 3.3355 -10.2897 -12.9569 0.11
H 3.7911 -9.0606 -10.7934 0.11
H 5.7645 -9.7318 -9.4264 0.12
H 7.1592 -11.5675 -10.1433 0.07
H 10.1923 -13.2642 -11.5100 0.10
H 12.0699 -12.1562 -12.6435 0.12
H 11.6724 -10.6362 -14.6278 0.13
H 9.3907 -10.4129 -15.5049 0.13
H 7.5286 -11.6551 -14.4890 0.10
I 1.3097 -17.8235 -13.1311 0.16
I -0.2695 -20.0396 -13.2859 0.15
C -0.0295 -14.4007 -11.4805 0.00
N 1.0898 -14.2844 -12.4279 -0.05
C 0.7799 -13.9141 -13.7282 -0.03
C 1.7587 -13.6949 -14.6058 0.05
C 3.1646 -14.0644 -14.2512 -0.41
O 4.1165 -13.8585 -15.0265 0.06
N 3.3807 -14.6565 -13.0126 0.17
C 2.4039 -14.5941 -12.1362 -0.56
O 2.6057 -14.7839 -10.8412 -0.33
H -0.9101 -13.9754 -11.9414 0.09
H 0.2052 -13.8755 -10.5313 0.10
H -0.2663 -15.4553 -11.2552 0.09
H -0.2829 -13.8061 -13.9039 0.15
H 1.5488 -13.3475 -15.6155 0.13
C 3.0378 -14.5137 -6.9549 -0.17
C 2.7671 -13.4645 -5.8629 -0.16
N 3.4004 -12.1637 -6.1067 -0.11
C 2.9146 -11.7375 -7.4432 -0.15
C 3.2731 -12.7637 -8.5278 -0.16
N 3.9577 -13.9313 -7.9255 -0.21
C 5.1872 -13.5211 -7.2147 -0.17
C 4.8920 -12.3920 -6.2535 -0.13
H 2.1298 -14.8618 -7.4463 0.12
H 3.5039 -15.4261 -6.5347 0.12
H 3.1418 -13.8567 -4.9293 0.12
H 1.7018 -13.3053 -5.7403 0.12
H 3.3699 -10.7864 -7.7311 0.11
H 1.8463 -11.5431 -7.3536 0.12
H 3.9671 -12.2950 -9.2419 0.10
H 2.3970 -13.0956 -9.1077 0.10
H 5.9369 -13.2792 -7.9884 0.07
H 5.5295 -14.4252 -6.6938 0.13
H 5.3529 -11.4455 -6.6060 0.13
H 5.2488 -12.5640 -5.2451 0.12